The following is a quantum chemistry calculation of a 11-piece molecular cluster, C73H57N2O22P overall, from the Open Molecules 2025 dataset.

- Structure (SMILES): CCP(C)c1c(C)c(CN)cc2c1C(=O)NC2=O.O=C1C=CC(=O)C=C1.O=C1C=CC(=O)C=C1.O=C1C=CC(=O)C=C1.O=C1C=CC(=O)C=C1.O=C1C=CC(=O)C=C1.O=C1C=CC(=O)C=C1.O=C1C=CC(=O)C=C1.O=C1C=CC(=O)C=C1.O=C1C=CC(=O)C=C1.O=C1C=CC(=O)C=C1
- HOMO level: -8.31 eV
- Maximum force: 0.771 eV Å⁻¹

ORCA input file:
```
! wB97M-V def2-TZVPD RIJCOSX def2/J DEFGRID3
* xyz 0 1
C -3.9367 0.8473 -0.5382
C -3.8641 1.1071 0.9786
P -3.2908 2.8408 1.2881
C -4.5330 3.5398 2.4429
C -1.7620 2.6804 2.3058
C -0.5275 3.1453 1.8100
C -0.4308 3.7469 0.4284
C 0.6498 3.0530 2.5835
C 1.9623 3.5491 2.0226
N 3.0994 3.2261 2.8828
C 0.6129 2.4845 3.8442
C -0.5891 2.0288 4.3352
C -1.7465 2.1165 3.5838
C -2.8266 1.4954 4.4195
O -3.8615 0.9945 4.0897
N -2.3418 1.4483 5.7882
C -0.9071 1.4349 5.6596
O -0.1533 0.9452 6.4488
H -3.9278 -0.2136 -0.7701
H -4.8220 1.3224 -0.9579
H -3.0887 1.3272 -1.0276
H -3.2209 0.3776 1.4650
H -4.8694 1.0435 1.3929
H -4.5181 3.0717 3.4189
H -5.5189 3.3964 2.0060
H -4.3377 4.6028 2.5659
H -0.1909 2.9501 -0.2823
H -1.3819 4.1635 0.1194
H 0.3704 4.4756 0.3646
H 2.1205 3.0368 1.0713
H 1.9058 4.6260 1.8284
H 3.9496 3.5530 2.4351
H 3.0278 3.7569 3.7450
H 1.5092 2.3973 4.4403
H -2.6782 2.2340 6.3327
O -5.3635 -6.8112 -1.0311
C -4.9763 -5.7263 -1.4063
C -4.9526 -4.5644 -0.4771
C -4.5157 -3.3726 -0.8737
C -4.0405 -3.1537 -2.2635
O -3.6204 -2.0688 -2.6161
C -4.0717 -4.3076 -3.1885
C -4.4955 -5.5066 -2.7941
H -5.3026 -4.7502 0.5306
H -4.4822 -2.5156 -0.2124
H -3.7116 -4.1186 -4.1926
H -4.5015 -6.3669 -3.4558
O -3.4398 -3.5468 -6.8031
C -2.2257 -3.5565 -6.8267
C -1.4847 -4.2383 -7.9171
C -0.1555 -4.2686 -7.9355
C 0.6393 -3.6086 -6.8705
O 1.8527 -3.6302 -6.8860
C -0.1004 -2.9135 -5.7900
C -1.4298 -2.8880 -5.7656
H -2.0832 -4.7023 -8.6909
H 0.4038 -4.7629 -8.7171
H 0.5028 -2.4350 -5.0282
H -1.9891 -2.3881 -4.9822
O -4.8927 -8.0976 -4.5785
C -4.0392 -8.3393 -5.4069
C -3.5506 -7.2866 -6.3316
C -2.6135 -7.5506 -7.2372
C -2.0167 -8.9043 -7.3613
O -1.1619 -9.1411 -8.1865
C -2.5078 -9.9556 -6.4339
C -3.4453 -9.6933 -5.5275
H -3.9991 -6.3048 -6.2294
H -2.2481 -6.8019 -7.9246
H -2.0592 -10.9349 -6.5415
H -3.8182 -10.4414 -4.8396
O -0.7699 -5.0788 -3.1794
C 0.0454 -4.6242 -2.4045
C 1.4533 -4.3933 -2.8167
C 2.3466 -3.8900 -1.9691
C 1.9673 -3.5350 -0.5767
O 2.7787 -3.0707 0.1963
C 0.5594 -3.7632 -0.1663
C -0.3310 -4.2709 -1.0141
H 1.7059 -4.6536 -3.8378
H 3.3775 -3.7111 -2.2471
H 0.3042 -3.4929 0.8504
H -1.3641 -4.4441 -0.7372
O -7.0839 4.9381 4.7884
C -7.5508 3.9320 5.2789
C -8.9533 3.8910 5.7652
C -9.4631 2.7874 6.3050
C -8.6525 1.5493 6.4427
O -9.1208 0.5453 6.9332
C -7.2501 1.5910 5.9560
C -6.7428 2.6959 5.4169
H -9.5249 4.8037 5.6541
H -10.4818 2.7328 6.6672
H -6.6742 0.6804 6.0630
H -5.7254 2.7443 5.0563
O 2.6781 -5.5756 6.3284
C 1.9201 -5.0448 5.5472
C 2.3703 -3.9391 4.6637
C 1.5363 -3.3572 3.8066
C 0.1219 -3.7918 3.6986
O -0.6380 -3.2629 2.9117
C -0.3310 -4.8965 4.5786
C 0.5029 -5.4781 5.4358
H 3.4066 -3.6420 4.7600
H 1.8430 -2.5528 3.1496
H -1.3673 -5.1939 4.4797
H 0.1981 -6.2860 6.0885
O 5.6655 1.5346 8.4517
C 4.9557 2.3476 7.9001
C 5.5198 3.5791 7.2914
C 4.7432 4.4724 6.6835
C 3.2770 4.2682 6.5936
O 2.5636 5.0739 6.0271
C 2.7084 3.0417 7.2032
C 3.4860 2.1467 7.8052
H 6.5925 3.7038 7.3710
H 5.1378 5.3776 6.2328
H 1.6358 2.9146 7.1200
H 3.0940 1.2400 8.2480
O 6.7838 10.2600 1.6690
C 6.6920 9.5093 2.6156
C 7.6898 8.4325 2.8408
C 7.5847 7.5988 3.8716
C 6.4694 7.7160 4.8421
O 6.3781 6.9575 5.7860
C 5.4719 8.7905 4.6210
C 5.5755 9.6228 3.5884
H 8.4949 8.3654 2.1197
H 8.2960 6.8033 4.0541
H 4.6662 8.8508 5.3415
H 4.8600 10.4138 3.4039
O 0.0123 -3.6678 -10.8782
C 0.5074 -2.5776 -11.0755
C -0.0741 -1.3527 -10.4722
C 0.4674 -0.1567 -10.6840
C 1.6771 0.0019 -11.5323
O 2.1706 1.0909 -11.7238
C 2.2573 -1.2256 -12.1349
C 1.7153 -2.4214 -11.9220
H -0.9551 -1.4932 -9.8583
H 0.0619 0.7512 -10.2561
H 3.1377 -1.0857 -12.7488
H 2.1208 -3.3300 -12.3483
O 5.3237 4.9150 1.6975
C 5.9980 4.7338 0.7018
C 6.4972 5.8782 -0.0942
C 7.2342 5.6918 -1.1853
C 7.5858 4.3237 -1.6490
O 8.2578 4.1505 -2.6404
C 7.0825 3.1769 -0.8475
C 6.3466 3.3675 0.2442
H 6.2251 6.8629 0.2656
H 7.6109 6.5121 -1.7827
H 7.3509 2.1907 -1.2038
H 5.9702 2.5479 0.8444
*
```

Mulliken population analysis, charges in e, atoms 1 to 6:
1 C -0.86
2 C -0.46
3 P -0.12
4 C -0.77
5 C 1.04
6 C 0.39